(P)
Formula: C3H10NO
Source: the OMol25 dataset
Level of theory: ωB97M-V/def2-TZVPD

Properties
* <S²>: 0.7547
* HOMO (alpha / beta): -8.281 / -9.018 eV

The geometry in ORCA input format:
```
! RIJCOSX wB97M-V def2-TZVPD def2/J DEFGRID3
* xyz 0 2
C -0.153 1.094 -0.453
O 0.171 -0.427 -0.377
C -0.990 1.398 0.702
C -0.510 1.412 2.088
N 1.390 -2.736 -1.980
H -0.536 1.106 -1.465
H 0.876 1.446 -0.390
H -0.678 -0.818 -0.192
H -1.983 1.690 0.374
H 0.350 2.050 2.324
H -1.269 1.726 2.799
H -0.159 0.408 2.356
H 1.040 -2.749 -2.915
H 1.424 -3.603 -1.478
H 1.028 -1.997 -1.392
*
```

(Q)
Formula: C3H10NO
Source: the OMol25 dataset
Level of theory: ωB97M-V/def2-TZVPD

Properties
* <S²>: 0.7505
* HOMO (alpha / beta): -3.105 / -10.579 eV

The geometry in ORCA input format:
```
! RIJCOSX wB97M-V def2-TZVPD def2/J DEFGRID3
* xyz 0 2
O -1.804 -0.451 0.257
C -0.740 -1.232 0.778
C 0.611 -0.583 0.383
N 0.338 0.605 -0.526
C 1.485 1.540 -0.815
H -2.698 -0.800 0.317
H -0.730 -1.477 1.837
H -0.913 -2.247 0.358
H 1.293 -1.247 -0.168
H 1.204 -0.216 1.216
H -0.371 1.211 -0.086
H -0.121 0.295 -1.444
H 2.455 1.078 -0.982
H 1.606 2.174 0.061
H 1.245 2.216 -1.640
*
```

Ranking the structures above by energy, (P) is first and the second is 40.6 kcal/mol behind.